No. 1
Here is 2 unconnected molecules or ions with the total composition C3H9N2O at a distorted geometry from the Open Molecules 2025 dataset. Energies are from ωB97M-V/def2-TZVPD.

```
15
Properties=species:S:1:pos:R:3:forces:R:3:lowdin_charge:R:1
C 1.930 -0.390 -0.217 -0.1 -0.3 -0.1 -0.018
C -0.033 0.341 0.079 4.1 -0.1 0.1 -0.070
C -1.094 -0.672 0.152 -0.5 0.0 0.0 -0.235
N -0.255 1.591 0.020 -0.5 0.2 0.0 0.209
N -2.388 -0.047 -0.053 -0.2 -0.1 -0.1 0.019
O 3.244 0.009 0.062 -2.7 0.6 0.1 0.011
H 1.687 -1.350 0.221 -0.1 0.0 0.0 0.093
H 1.797 -0.321 -1.289 0.0 -0.1 0.0 0.102
H -1.040 -1.110 1.156 0.1 0.0 -0.1 0.149
H -0.842 -1.481 -0.548 0.0 0.0 0.1 0.138
H 0.492 2.272 -0.040 0.0 -0.1 0.0 0.151
H -1.223 1.930 0.039 0.0 -0.1 0.0 0.143
H 3.512 -0.206 0.967 -0.2 -0.1 0.0 0.118
H -3.121 -0.498 0.479 0.1 0.0 0.0 0.094
H -2.666 -0.071 -1.027 0.0 0.0 0.0 0.096
```
Forces are in eV/Å.

As for the net charge: +1. The calculation puts the HOMO energy at -14.40 eV.

***

No. 2
Here is a single C8H14OS2 molecule from the Open Molecules 2025 dataset. Energies are from ωB97M-V/def2-TZVPD.

```
25
Properties=species:S:1:pos:R:3:forces:R:3:lowdin_charge:R:1
C 0.871 -0.580 -0.072 0.1 -0.3 0.3 -0.375
C 0.208 0.227 1.073 0.1 0.3 -0.1 -0.367
C 0.136 -0.284 -1.383 -0.7 -0.1 -0.2 -0.837
C -1.257 0.245 0.789 0.3 -0.3 -0.1 -0.587
C 0.822 -2.071 0.267 0.1 0.2 0.0 -0.098
C 0.781 1.645 1.224 0.0 -0.2 0.0 -0.041
C 0.653 0.876 -2.201 0.0 0.0 -0.3 -0.136
C -2.313 0.311 1.823 0.1 0.1 -0.1 -0.112
O -0.370 -1.210 -3.858 -0.1 0.0 -0.3 -0.566
S -1.620 0.053 -0.855 0.1 -0.2 -0.5 1.010
S 0.004 -1.776 -2.537 0.1 0.5 0.8 0.922
H 1.916 -0.275 -0.182 0.0 0.0 0.0 0.145
H 0.385 -0.289 2.024 0.0 -0.1 0.0 0.140
H -0.210 -2.408 0.344 -0.1 -0.1 0.1 0.085
H 1.321 -2.256 1.216 0.0 0.0 0.0 0.086
H 1.320 -2.655 -0.500 0.1 -0.2 0.0 0.049
H 0.282 2.163 2.039 0.0 0.1 0.1 0.079
H 0.645 2.224 0.317 0.0 0.1 -0.1 0.066
H 1.844 1.591 1.450 0.1 0.1 0.0 0.081
H 1.728 0.781 -2.341 0.1 0.0 0.0 0.092
H 0.433 1.837 -1.740 0.0 0.0 0.1 0.070
H 0.176 0.847 -3.183 0.1 0.2 0.1 0.064
H -2.119 -0.400 2.630 0.0 -0.1 0.1 0.082
H -3.285 0.099 1.385 -0.2 0.0 0.1 0.067
H -2.350 1.308 2.270 -0.1 0.1 0.1 0.080
```
Forces are in eV/Å.

The calculation puts the HOMO energy (spin up / spin down) at -8.53 / -6.52 eV.

***

Table of relative energy (zero: lowest compared OMol25 entry of this formula, charge and spin) (kcal/mol), in record order: 79.7 1.3
Table of total energy (eV), in record order: -8275.61630 -32239.12163